{"formula": "C2H5N4", "method": "the ωB97M-V functional and the def2-TZVPD basis", "e_above_lowest_kcal_mol": 68.16, "charge": 1, "orbital_gap_ev": 9.7, "elements": ["C", "C", "N", "N", "N", "N", "H", "H", "H", "H", "H"], "positions_angstrom": [[-1.274, 1.494, -0.775], [-0.403, 0.639, -0.136], [-2.090, 2.222, -1.084], [0.530, 0.751, 0.659], [-0.578, -1.221, -0.745], [1.491, 0.223, 1.315], [-0.508, -1.259, -1.736], [0.236, -1.486, -0.210], [1.871, 0.660, 2.124], [-1.400, -1.592, -0.298], [2.126, -0.431, 0.887]], "nbo_charge": [0.119, 0.352, -0.082, -0.080, -0.857, -0.546, 0.434, 0.402, 0.426, 0.433, 0.399]}